[1]
Computed, not measured: a 3-piece molecular cluster, C3H12NO overall at a distorted geometry, with wB97M-V/def2-TZVPD.

Last column: Mulliken charge in e.
Geometry (Å):
C  -0.759  0.331  1.461  -0.4415
C  -0.039  -0.533  0.429  -0.5206
C  -0.813  -0.954  -0.810  -1.0748
N  0.198  0.829  2.383  -0.3204
H  -1.376  1.081  0.928  0.2710
H  -1.570  -0.158  2.015  0.4494
H  0.196  -1.456  1.010  0.2272
H  0.966  -0.107  0.149  0.4320
H  -1.049  -0.246  -1.607  0.3806
H  -0.286  -1.826  -1.246  0.3405
H  -1.781  -1.408  -0.518  0.3610
H  0.778  1.524  1.916  0.2619
H  -0.187  1.103  3.278  0.2813
H  0.561  1.381  -0.742  0.4203
H  2.045  0.357  -2.799  0.3852
H  0.850  0.726  -2.264  0.0442
O  1.129  0.041  -2.921  -0.4973

Calculated values
HOMO level: -0.539 Eh
M: 78.13 g mol⁻¹
Total charge: +1
ΔE to the lowest compared entry with this formula, charge and spin: 8.5105 eV
Spin multiplicity: 1
Maximum force: 2.473 eV/A
Total energy: -250.9576 a.u.

---

[2]
Computed, not measured: a 3-piece molecular cluster, C3H12NO2 overall at a distorted geometry, with wB97M-V/def2-TZVPD.

Last column: Mulliken charge in e.
Geometry (Å):
C  -0.415  -0.554  2.118  -1.1498
C  0.247  -0.366  0.815  0.4619
C  1.012  -1.272  0.172  -1.3630
N  -0.275  0.776  -0.013  -0.4336
H  0.476  -0.370  2.793  0.2765
H  -0.956  0.260  2.636  0.3942
H  -0.824  -1.604  2.316  0.2403
H  1.356  -1.230  -0.848  0.2994
H  1.465  -2.094  0.669  0.3101
H  0.514  1.273  -0.516  0.2548
H  -0.647  1.588  0.460  0.5768
H  -0.992  0.411  -0.736  0.3262
H  1.655  3.453  -2.131  0.3352
H  2.681  2.338  -1.802  0.3197
O  1.735  2.490  -1.857  -0.7242
H  -1.750  -2.001  -1.810  0.3421
H  -3.098  -1.686  -1.072  0.3464
O  -2.185  -1.412  -1.195  -0.8129

Calculated values
HOMO level (spin up / spin down): -0.110 / -0.293 Eh
M: 94.13 g mol⁻¹
Total charge: 0
ΔE to the lowest compared entry with this formula, charge and spin: 2.7237 eV
Spin multiplicity: 2
Maximum force: 3.047 eV/A
Total energy: -326.5647 a.u.
⟨S²⟩: 0.7527

---

[3]
Computed, not measured: a 3-piece molecular cluster, C3H12NO2 overall at a distorted geometry, with wB97M-V/def2-TZVPD.

Last column: Mulliken charge in e.
Geometry (Å):
C  1.618  0.095  1.588  -1.3195
C  1.526  0.076  0.102  0.7065
C  1.783  1.069  -0.722  -0.9602
N  0.946  -1.164  -0.459  -0.2661
H  0.671  -0.193  2.036  0.3726
H  2.380  -0.570  1.971  0.3616
H  1.897  1.085  1.930  0.3733
H  1.651  1.044  -1.801  0.2810
H  2.350  1.949  -0.442  0.3001
H  0.896  -1.899  0.243  0.3769
H  1.477  -1.489  -1.260  0.4098
H  -0.072  -1.004  -0.789  0.3661
H  -2.153  -0.283  -0.442  0.3708
H  -2.113  -1.281  -1.643  0.3359
O  -1.627  -1.003  -0.854  -0.6770
H  -3.513  1.192  1.169  0.3330
H  -3.453  1.357  -0.325  0.3454
O  -2.909  1.076  0.424  -0.7101

Calculated values
HOMO level: -0.522 Eh
M: 94.13 g mol⁻¹
Total charge: +1
ΔE to the lowest compared entry with this formula, charge and spin: 0.5883 eV
Spin multiplicity: 1
Maximum force: 1.249 eV/A
Total energy: -326.4915 a.u.

---

[4]
Computed, not measured: a 3-piece molecular cluster, C3H12NO2 overall at a distorted geometry, with wB97M-V/def2-TZVPD.

Last column: Mulliken charge in e.
Geometry (Å):
C  1.629  1.021  -1.681  -1.0681
C  1.579  1.096  -0.157  -0.3887
C  -0.343  0.576  1.186  -0.1466
N  0.561  0.182  0.386  0.0878
H  2.454  0.420  -2.055  0.3359
H  0.672  0.791  -2.143  0.3330
H  1.839  2.044  -2.007  0.3232
H  2.553  0.886  0.291  0.3349
H  1.380  2.106  0.195  0.3231
H  -1.119  -0.075  1.533  0.2703
H  -0.258  1.614  1.483  0.2711
H  0.702  -0.815  0.210  0.3088
H  -2.854  -0.407  0.316  0.3212
H  -2.983  0.398  -0.915  0.2907
O  -2.295  0.066  -0.322  -0.5847
H  -0.346  -3.313  0.368  0.3059
H  -1.376  -2.270  0.630  0.2921
O  -0.431  -2.415  0.718  -0.6096

Calculated values
HOMO level: -0.586 Eh
M: 94.13 g mol⁻¹
Total charge: +1
ΔE to the lowest compared entry with this formula, charge and spin: 1.1966 eV
Spin multiplicity: 1
Maximum force: 1.260 eV/A
Total energy: -326.4691 a.u.

---

[5]
Computed, not measured: C3H12NO2S as an isolated structure at a distorted geometry, with wB97M-V/def2-TZVPD.

Last column: Mulliken charge in e.
Geometry (Å):
C  -2.376  0.523  0.691  -0.5984
O  -3.564  -0.380  0.748  -0.4566
C  -1.110  -0.241  0.169  0.2669
C  0.261  0.590  -0.038  -0.8632
S  1.656  -0.512  -0.595  0.2546
N  -1.368  -0.730  -1.285  -0.6101
H  -2.284  0.930  1.691  0.4388
H  -2.601  1.339  -0.078  0.2678
H  -3.963  -0.090  1.626  0.3538
H  -0.864  -1.058  0.831  0.2913
H  0.582  1.005  0.962  0.5259
H  0.137  1.410  -0.743  0.5106
H  5.774  -2.440  -2.622  0.0857
H  5.710  -2.063  -1.882  -0.0814
H  -0.430  -1.070  -1.596  0.2120
H  -2.080  -1.452  -1.217  0.2725
H  3.864  1.556  1.560  0.3397
H  2.873  0.630  0.540  0.3421
O  3.028  1.550  1.066  -0.5520

Calculated values
HOMO level: -0.513 Eh
M: 126.20 g mol⁻¹
Total charge: +1
ΔE to the lowest compared entry with this formula, charge and spin: 8.2961 eV
Spin multiplicity: 1
Maximum force: 4.328 eV/A
Total energy: -724.3885 a.u.

---

[6]
Computed, not measured: a 2-piece molecular cluster, C3H12NOS overall at a distorted geometry, with wB97M-V/def2-TZVPD.

Last column: Mulliken charge in e.
Geometry (Å):
C  -0.023  1.189  1.399  -1.2478
C  0.043  0.816  -0.017  -0.0405
C  -1.372  0.149  -0.603  -0.5985
S  -1.151  -0.256  -2.362  -0.2457
N  0.231  2.065  -0.917  -0.1987
H  0.183  0.236  1.968  0.3571
H  -0.941  1.737  1.829  0.3198
H  0.905  1.868  1.639  0.3679
H  0.884  0.163  -0.493  0.3582
H  -1.892  -0.589  -0.019  0.4417
H  -2.053  0.999  -0.561  0.3491
H  -0.199  -1.149  -2.386  0.1756
H  0.062  1.565  -1.729  0.2469
H  -0.494  2.820  -0.655  0.3650
H  1.191  2.379  -0.961  0.3490
H  1.955  -4.061  1.524  0.3187
H  1.333  -5.366  1.378  0.3016
O  1.338  -4.567  0.968  -0.6194

Calculated values
HOMO level: -0.507 Eh
M: 110.20 g mol⁻¹
Total charge: +1
ΔE to the lowest compared entry with this formula, charge and spin: 1.8317 eV
Spin multiplicity: 1
Maximum force: 4.293 eV/A
Total energy: -649.3833 a.u.

---

[7]
Computed, not measured: a 2-piece molecular cluster, C3H12NOS overall at a distorted geometry, with wB97M-V/def2-TZVPD.

Last column: Mulliken charge in e.
Geometry (Å):
C  -0.838  -1.578  -0.687  -1.2087
C  -0.806  -0.008  -0.673  0.0881
C  -1.930  0.806  0.095  -0.6274
S  -1.368  1.982  1.428  -0.2533
N  0.554  0.508  -0.036  -0.3981
H  0.129  -2.013  -0.929  0.3793
H  -1.443  -1.992  -1.493  0.3515
H  -1.220  -1.912  0.342  0.3310
H  -0.796  0.377  -1.676  0.4325
H  -2.465  1.415  -0.665  0.3076
H  -2.547  0.029  0.570  0.3505
H  -1.323  3.253  0.798  0.2085
H  1.276  0.268  -0.735  0.3680
H  0.441  1.535  0.058  0.2757
H  0.574  0.154  0.950  0.3863
H  4.304  -0.965  0.156  0.3405
H  3.808  -0.595  1.651  0.3479
O  3.651  -1.263  0.843  -0.6801

Calculated values
HOMO level: -0.510 Eh
M: 110.20 g mol⁻¹
Total charge: +1
ΔE to the lowest compared entry with this formula, charge and spin: 1.3982 eV
Spin multiplicity: 1
Maximum force: 3.655 eV/A
Total energy: -649.3993 a.u.

---

[8]
Computed, not measured: a 2-piece molecular cluster, C3H12NS2 overall, with wB97M-V/def2-TZVPD.

Last column: Mulliken charge in e.
Geometry (Å):
C  2.168  1.349  1.816  -0.7781
N  1.045  0.354  1.788  -0.1492
H  1.784  2.308  1.487  0.3253
H  2.511  1.427  2.843  0.3605
H  2.961  0.992  1.171  0.3412
H  0.654  0.260  0.822  -0.1001
H  0.283  0.649  2.398  0.3896
H  1.343  -0.559  2.133  0.3944
C  -1.036  1.223  -1.114  -0.7235
S  0.191  -0.127  -1.312  -0.1297
S  -0.639  -1.836  -0.545  0.0299
C  -1.695  -2.496  -1.852  -0.7747
H  -1.953  0.940  -1.624  0.3146
H  -1.231  1.426  -0.065  0.2997
H  -0.618  2.079  -1.636  0.3131
H  -1.170  -3.208  -2.489  0.3095
H  -2.476  -3.072  -1.354  0.3297
H  -2.122  -1.711  -2.467  0.2480

Calculated values
HOMO level: -0.462 Eh
M: 126.27 g mol⁻¹
Total charge: +1
ΔE to the lowest compared entry with this formula, charge and spin: 0.1581 eV
Spin multiplicity: 1
Maximum force: 0.769 eV/A
Total energy: -972.3839 a.u.

---

[9]
Computed, not measured: an isolated ion of composition C3H12NSi and charge +1 at a distorted geometry, with wB97M-V/def2-TZVPD.

Last column: Mulliken charge in e.
Geometry (Å):
C  -1.489  1.171  -0.820  -1.2814
C  0.015  0.752  -0.803  -0.3809
C  0.056  -0.554  -0.054  -0.4221
N  1.678  -1.034  -0.304  -0.4811
Si  -0.283  -0.351  1.883  0.4257
H  -2.096  0.743  -1.702  0.3050
H  -1.472  2.164  -1.041  0.4031
H  -1.973  1.041  0.070  0.4072
H  0.503  1.640  -0.279  0.3349
H  0.452  0.466  -1.785  0.3192
H  -0.266  -1.404  -0.528  0.4929
H  2.187  -0.258  0.095  0.3511
H  1.884  -1.171  -1.299  0.3328
H  1.820  -2.015  -0.146  0.3322
H  0.443  0.801  2.373  -0.0350
H  -1.735  -0.248  1.905  -0.0514
H  0.276  -1.742  2.435  -0.0522

Calculated values
HOMO level: -0.563 Eh
M: 90.22 g mol⁻¹
Total charge: +1
ΔE to the lowest compared entry with this formula, charge and spin: 2.4842 eV
Spin multiplicity: 1
SMILES string: CC[C@@H]([NH3+])[SiH3]
Maximum force: 4.849 eV/A
Total energy: -465.4106 a.u.

---

[10]
Computed, not measured: a 3-piece molecular cluster, C3H12O2S2 overall at a distorted geometry, with wB97M-V/def2-TZVPD.

Last column: Mulliken charge in e.
Geometry (Å):
C  -0.908  1.135  -2.735  -1.1507
C  -0.863  1.127  -1.219  -0.2479
S  -0.693  -0.589  -0.592  -0.1738
S  -1.150  -0.221  1.464  -0.0677
C  0.270  -0.836  2.397  -0.5839
H  -1.762  0.561  -3.132  0.3112
H  0.019  0.766  -3.203  0.3169
H  -1.030  2.197  -3.083  0.3151
H  -0.037  1.712  -0.736  0.3269
H  -1.812  1.502  -0.709  0.3470
H  0.305  -1.919  2.596  0.2959
H  1.072  -0.704  1.648  -0.0600
H  0.250  -0.316  3.351  0.3276
O  2.340  -1.283  -1.080  -0.6057
H  2.754  -2.020  -0.602  0.2999
H  1.504  -1.713  -1.407  0.3116
O  1.853  1.580  0.896  -0.6169
H  1.918  0.800  0.343  0.3362
H  1.766  1.167  1.787  0.3183

Calculated values
HOMO level: -0.309 Eh
M: 144.26 g mol⁻¹
Total charge: 0
ΔE to the lowest compared entry with this formula, charge and spin: 0.9847 eV
Spin multiplicity: 1
SMILES string: CCSSC.O.O
Maximum force: 1.932 eV/A
Total energy: -1068.3280 a.u.